(one)
Computed, not measured: C4H9NO2 as an isolated structure, with wB97M-V/def2-TZVPD.

The geometry in XYZ format:
```
16
Properties=species:S:1:pos:R:3:nbo_charge:R:1
N 1.653 0.356 1.226 -0.80
C 1.758 -0.956 1.078 0.51
O 2.697 -1.730 1.416 -0.53
C 1.146 -2.066 0.481 -0.22
C -1.490 -0.391 -0.701 -0.64
C -1.258 1.027 -1.179 -0.06
O -0.484 1.714 -0.192 -0.75
H 2.449 0.859 1.589 0.40
H 0.884 0.864 0.786 0.44
H -0.553 -0.962 -0.685 0.23
H 0.547 -2.599 1.231 0.16
H -2.183 -0.906 -1.374 0.22
H -1.926 -0.381 0.303 0.21
H -0.729 1.023 -2.142 0.17
H -2.216 1.547 -1.317 0.16
H -0.294 2.602 -0.518 0.48
```

spin multiplicity	1
HOMO	-8.5	eV
lowest unoccupied orbital energy	0.5	eV
net charge	0
HOMO-LUMO gap	8.983	eV

(two)
Computed, not measured: one molecule with the formula C4H9NO2, with wB97M-V/def2-TZVPD.

The geometry in XYZ format:
```
16
Properties=species:S:1:pos:R:3:nbo_charge:R:1
C -2.282 0.751 0.890 -0.62
C -1.689 -0.497 0.247 -0.22
N -0.555 -0.199 -0.606 -0.63
C 0.721 -0.398 -0.175 0.88
O 1.046 -0.999 0.829 -0.66
O 1.596 0.162 -1.041 -0.52
C 2.967 -0.029 -0.702 -0.26
H -2.669 1.442 0.132 0.20
H -3.108 0.491 1.559 0.21
H -1.521 1.276 1.476 0.21
H -1.321 -1.188 1.010 0.23
H -2.449 -1.025 -0.342 0.19
H -0.676 0.423 -1.391 0.40
H 3.530 0.639 -1.354 0.19
H 3.144 0.219 0.346 0.20
H 3.266 -1.067 -0.877 0.19
```

spin multiplicity	1
HOMO	-9.7	eV
lowest unoccupied orbital energy	0.9	eV
net charge	0
SMILES string	CCNC(=O)OC
HOMO-LUMO gap	10.659	eV

Result of the stability comparison: (two) is the most stable of them.

(one)
Computed, not measured: one molecule with the formula C8H11N, with wB97M-V/def2-TZVPD.

The geometry in XYZ format:
```
20
Properties=species:S:1:pos:R:3:nbo_charge:R:1
C 1.035 -2.121 0.148 -0.39
C 0.203 -1.281 0.775 -0.17
C -0.462 0.136 0.169 -0.09
C -1.587 -0.172 -0.823 -0.61
C -1.010 0.944 1.358 -0.61
C 0.759 0.827 -0.406 -0.12
C 0.936 1.176 -1.695 -0.32
C 1.899 0.764 0.483 0.26
N 2.822 0.938 1.175 -0.30
H 1.216 -3.121 0.532 0.21
H 1.625 -1.810 -0.710 0.20
H -0.344 -1.667 1.635 0.20
H -1.991 0.746 -1.265 0.22
H -2.407 -0.699 -0.318 0.23
H -1.241 -0.807 -1.646 0.22
H -0.978 0.407 2.312 0.22
H -0.449 1.870 1.526 0.22
H -2.062 1.219 1.216 0.22
H 0.154 1.059 -2.435 0.21
H 1.882 1.594 -2.029 0.22
```

spin multiplicity	1
HOMO	-10.0	eV
lowest unoccupied orbital energy	0.6	eV
net charge	0
SMILES string	C=CC(C)(C)C(=C)C#N
HOMO-LUMO gap	10.645	eV

(two)
Computed, not measured: one molecule with the formula C8H11N, with wB97M-V/def2-TZVPD.

The geometry in XYZ format:
```
20
Properties=species:S:1:pos:R:3:nbo_charge:R:1
C -0.306 0.875 0.205 -0.09
C 0.489 -0.135 0.549 0.05
C -1.659 0.298 -0.009 -0.13
C -1.417 -1.121 0.098 0.44
C -2.839 0.896 0.231 -0.39
C 0.131 2.254 -0.162 -0.64
C 2.287 -1.382 -0.452 -0.57
C 1.766 -0.692 0.803 -0.50
N -1.656 -2.295 -0.026 -0.65
H -3.783 0.428 0.015 0.21
H -2.848 2.015 0.173 0.20
H 0.641 2.042 -1.168 0.22
H 0.877 2.547 0.476 0.22
H -0.588 2.998 -0.316 0.22
H 2.199 -0.695 -1.220 0.20
H 1.513 -2.154 -0.837 0.21
H 3.261 -1.697 -0.399 0.21
H 2.576 0.023 1.056 0.21
H 1.733 -1.463 1.667 0.23
H -2.377 -2.741 -0.682 0.38
```

spin multiplicity	1
HOMO (alpha / beta)	-7.3 / -7.3	eV
lowest unoccupied orbital energy (alpha / beta)	0.5 / 0.5	eV
net charge	0
HOMO-LUMO gap (alpha / beta)	7.711 / 7.713	eV

Result of the stability comparison: (one) is the most stable of them.

(one)
Computed, not measured: a 2-piece molecular cluster, C8H11N overall, with wB97M-V/def2-TZVPD.

The geometry in XYZ format:
```
20
Properties=species:S:1:pos:R:3:nbo_charge:R:1
C 1.931 0.626 -0.093 -0.65
C 0.996 -0.295 0.731 0.13
C 1.726 -0.740 2.083 -0.63
C -0.200 -0.740 0.381 -0.27
C -1.117 -1.636 0.525 0.39
N -2.131 -2.333 0.473 -0.65
H 2.503 1.246 0.560 0.21
H 2.641 0.102 -0.607 0.22
H 1.443 1.332 -0.743 0.23
H 2.164 0.182 2.490 0.22
H 1.124 -1.357 2.629 0.22
H 2.555 -1.423 1.754 0.21
H -2.842 -2.110 -0.256 0.38
C -2.786 0.661 -0.537 -0.53
C -2.019 0.272 -1.534 0.13
C -1.160 0.081 -2.530 -0.50
H -2.842 1.474 0.121 0.24
H -3.867 0.240 -0.571 0.21
H -1.200 0.526 -3.481 0.23
H -0.475 -0.791 -2.387 0.23
```

spin multiplicity	1
HOMO	-8.3	eV
lowest unoccupied orbital energy	0.5	eV
net charge	0
SMILES string	CC(C)=C=C=N.C=C=C
HOMO-LUMO gap	8.818	eV

(two)
Computed, not measured: a 2-piece molecular cluster, C8H11N overall, with wB97M-V/def2-TZVPD.

The geometry in XYZ format:
```
20
Properties=species:S:1:pos:R:3:nbo_charge:R:1
C -1.770 -0.559 1.284 -0.65
C -0.791 -1.057 0.268 -0.02
N 0.133 -2.056 0.586 -0.65
C 0.968 -0.955 0.344 -0.05
C 1.958 -1.044 -0.776 -0.65
H -1.259 -0.130 2.154 0.21
H -2.390 -1.377 1.660 0.21
H -2.421 0.201 0.856 0.22
H -1.052 -0.966 -0.779 0.18
H 0.123 -2.605 1.438 0.37
H 1.152 -0.227 1.125 0.18
H 2.941 -0.684 -0.465 0.21
H 1.642 -0.459 -1.646 0.22
H 2.067 -2.074 -1.123 0.22
C -0.589 2.879 0.942 -0.19
C -0.370 2.461 -0.167 -0.01
C -0.078 2.104 -1.449 -0.13
C 0.136 1.835 -2.604 -0.15
H -0.820 3.241 1.907 0.24
H 0.420 1.471 -3.554 0.24
```

spin multiplicity	1
HOMO	-8.1	eV
lowest unoccupied orbital energy	1.0	eV
net charge	0
SMILES string	C[C@@H]1N[C@H]1C.C#CC#C
HOMO-LUMO gap	9.120	eV

Result of the stability comparison: (one) is the most stable of them.

(one)
Computed, not measured: one molecule with the formula C27H27NO6, with wB97M-V/def2-TZVPD.

The geometry in XYZ format:
```
61
Properties=species:S:1:pos:R:3:nbo_charge:R:1
C -8.414 -0.055 -0.258 -0.26
O -7.027 0.218 -0.385 -0.51
C -6.221 -0.457 0.449 0.78
O -6.630 -1.250 1.262 -0.59
C -4.790 -0.120 0.257 -0.19
C -4.368 0.799 -0.701 -0.10
C -3.024 1.077 -0.842 -0.27
C -2.081 0.451 -0.031 0.07
C -0.625 0.741 -0.208 -0.12
C 0.012 0.356 -1.584 0.02
O 1.197 -0.372 -1.533 -0.50
C 1.148 -1.693 -1.177 0.38
C -0.013 -2.381 -0.850 -0.34
C 0.061 -3.718 -0.492 -0.17
C 1.277 -4.375 -0.459 -0.25
C 2.433 -3.687 -0.794 -0.19
C 2.373 -2.356 -1.151 -0.28
C 0.292 1.870 -1.720 0.69
O 0.805 2.575 -2.542 -0.59
N -0.310 2.126 -0.539 -0.43
C -0.309 3.303 0.284 -0.22
C 0.594 3.128 1.522 -0.42
C 1.815 2.320 1.171 -0.03
C 2.690 2.732 0.180 -0.22
C 3.730 1.911 -0.216 -0.28
C 3.937 0.662 0.355 0.28
O 4.930 -0.194 -0.056 -0.53
C 5.712 0.170 -1.166 -0.25
C 3.087 0.254 1.398 0.25
O 3.129 -0.915 2.101 -0.50
C 4.234 -1.785 2.006 -0.24
C 2.045 1.095 1.777 -0.26
C -2.507 -0.463 0.928 -0.25
C -3.850 -0.750 1.069 -0.15
H -8.757 0.187 0.750 0.19
H -8.915 0.569 -0.993 0.20
H -8.612 -1.111 -0.450 0.19
H -5.097 1.286 -1.329 0.22
H -2.692 1.789 -1.585 0.22
H -0.033 0.355 0.627 0.22
H -0.698 -0.050 -2.315 0.19
H -0.974 -1.891 -0.871 0.22
H -0.847 -4.244 -0.237 0.21
H 1.325 -5.415 -0.177 0.21
H 3.387 -4.194 -0.777 0.21
H 3.261 -1.804 -1.414 0.22
H -1.333 3.538 0.595 0.21
H 0.061 4.109 -0.353 0.23
H 0.875 4.116 1.890 0.23
H 0.038 2.618 2.310 0.21
H 2.558 3.684 -0.310 0.22
H 4.377 2.254 -1.007 0.22
H 6.322 1.056 -0.959 0.18
H 6.369 -0.680 -1.348 0.20
H 5.095 0.351 -2.052 0.18
H 4.061 -2.546 2.767 0.19
H 4.290 -2.260 1.025 0.18
H 5.172 -1.267 2.215 0.18
H 1.407 0.746 2.575 0.22
H -1.779 -0.952 1.559 0.22
H -4.195 -1.458 1.807 0.24
```

spin multiplicity	1
HOMO	-8.0	eV
lowest unoccupied orbital energy	0.3	eV
net charge	0
SMILES string	COC(=O)c1ccc([C@H]2[C@H](Oc3ccccc3)C(=O)N2CCc2ccc(OC)c(OC)c2)cc1
HOMO-LUMO gap	8.331	eV

(two)
Computed, not measured: one molecule with the formula C27H27NO6, with wB97M-V/def2-TZVPD.

The geometry in XYZ format:
```
61
Properties=species:S:1:pos:R:3:nbo_charge:R:1
C -4.296 -0.223 -2.527 -0.25
O -4.223 -0.964 -1.336 -0.53
C -2.994 -1.402 -0.910 0.29
C -1.834 -1.246 -1.655 -0.29
C -0.605 -1.673 -1.183 -0.23
C -0.495 -2.257 0.067 -0.03
C 0.841 -2.683 0.613 -0.42
C 1.225 -1.930 1.890 -0.21
N 1.208 -0.504 1.692 -0.43
C 0.937 0.525 2.524 0.66
O 0.605 0.572 3.678 -0.59
C 1.321 1.553 1.431 0.03
O 0.500 2.575 0.975 -0.50
C -0.826 2.372 0.675 0.36
C -1.612 1.340 1.164 -0.30
C -2.961 1.287 0.852 -0.19
C -3.526 2.240 0.028 -0.25
C -2.735 3.260 -0.477 -0.20
C -1.391 3.348 -0.161 -0.07
C -0.532 4.462 -0.674 -0.63
C 1.530 0.300 0.521 -0.08
C 2.895 0.099 -0.056 -0.05
C 3.090 0.151 -1.428 -0.21
C 4.348 -0.020 -2.001 -0.25
C 5.397 -0.249 -1.146 0.23
C 5.211 -0.301 0.238 0.30
C 3.975 -0.127 0.807 -0.29
O 6.411 -0.540 0.849 -0.49
C 7.364 -0.630 -0.189 0.24
O 6.719 -0.454 -1.433 -0.48
C -1.654 -2.439 0.805 -0.25
C -2.903 -2.039 0.343 0.26
O -3.921 -2.305 1.209 -0.50
C -5.270 -2.173 0.821 -0.24
H -3.670 0.674 -2.479 0.19
H -5.341 0.070 -2.622 0.20
H -4.014 -0.825 -3.398 0.17
H -1.878 -0.779 -2.626 0.22
H 0.271 -1.552 -1.805 0.21
H 1.612 -2.515 -0.141 0.22
H 0.822 -3.750 0.848 0.23
H 0.522 -2.144 2.699 0.22
H 2.225 -2.254 2.207 0.20
H 2.267 2.044 1.681 0.21
H -1.199 0.586 1.812 0.23
H -3.564 0.498 1.271 0.22
H -4.577 2.198 -0.216 0.21
H -3.172 4.009 -1.123 0.21
H 0.352 4.061 -1.168 0.22
H -0.188 5.077 0.156 0.22
H -1.083 5.086 -1.373 0.21
H 0.759 0.234 -0.253 0.22
H 2.244 0.334 -2.073 0.22
H 4.495 0.023 -3.066 0.23
H 3.843 -0.162 1.876 0.23
H 8.129 0.151 -0.056 0.16
H 7.847 -1.620 -0.162 0.16
H -1.623 -2.909 1.776 0.22
H -5.487 -2.746 -0.083 0.18
H -5.844 -2.579 1.654 0.19
H -5.551 -1.130 0.661 0.18
```

spin multiplicity	1
HOMO	-8.1	eV
lowest unoccupied orbital energy	0.6	eV
net charge	0
SMILES string	COc1ccc(CCN2C(=O)[C@H](Oc3ccccc3C)[C@H]2c2ccc3c(c2)OCO3)cc1OC
HOMO-LUMO gap	8.702	eV

Result of the stability comparison: (one) is the most stable of them.